Entry 1:
{"formula": "C35H31GeN2OPtS2", "method": "ωB97M-V/def2-TZVPD", "s_squared": 0.76, "e_homo_ev": [-7.7, -8.2], "energy_ha": -4529.631763, "largest_force_ev_per_a": 3.19, "multiplicity": 2, "gap_ev": [6.211, 6.770], "e_above_lowest_kcal_mol": 48.6, "elements": ["Pt", "C", "C", "C", "C", "C", "C", "C", "C", "S", "C", "N", "C", "C", "C", "C", "C", "C", "C", "C", "H", "H", "H", "H", "H", "H", "H", "H", "H", "H", "H", "H", "H", "H", "H", "H", "O", "S", "N", "C", "C", "C", "C", "C", "C", "Ge", "C", "C", "C", "C", "C", "C", "C", "C", "C", "C", "C", "C", "H", "H", "H", "H", "H", "H", "H", "H", "H", "H", "H", "H", "H", "H", "H"], "coordinates": [[-0.1513, 0.2579, -0.0470], [-5.7610, -4.4584, 0.7373], [-5.4949, -3.2916, -0.2251], [-5.7165, -1.9859, 0.5388], [-6.4717, -3.3153, -1.4094], [-4.0752, -3.4264, -0.7527], [-3.7718, -4.5719, -1.5029], [-2.5168, -4.8031, -2.0171], [-1.5377, -3.8570, -1.7834], [0.1104, -3.8585, -2.3323], [0.3265, -2.3137, -1.5445], [-0.7302, -1.8600, -0.9254], [-1.8071, -2.6930, -1.0393], [-3.0845, -2.4886, -0.5181], [1.5759, -1.6099, -1.5510], [2.7024, -2.1310, -2.1917], [3.8836, -1.4249, -2.1750], [3.9705, -0.2168, -1.4929], [2.8598, 0.2987, -0.8422], [1.6427, -0.3702, -0.8827], [-6.7484, -4.3647, 1.1813], [-5.0248, -4.4443, 1.5369], [-5.7002, -5.4225, 0.2416], [-6.7366, -1.9607, 0.9167], [-5.5744, -1.1273, -0.1126], [-5.0418, -1.9061, 1.3868], [-7.4951, -3.2202, -1.0566], [-6.3971, -4.2316, -1.9861], [-6.2595, -2.4823, -2.0753], [-4.5457, -5.2993, -1.6900], [-2.2942, -5.6913, -2.5861], [-3.2635, -1.5902, 0.0510], [2.6322, -3.0821, -2.7035], [4.7413, -1.8188, -2.6965], [4.9079, 0.3205, -1.4814], [2.9433, 1.2428, -0.3184], [-2.5965, 3.3621, -1.8324], [-1.5943, 3.2998, -0.7702], [-1.0983, 1.9010, -0.4335], [0.8009, 4.4589, 4.0639], [0.5250, 3.4308, 4.9512], [0.3091, 2.1464, 4.4815], [0.3599, 1.8733, 3.1204], [0.6595, 2.9092, 2.2453], [0.8764, 4.1942, 2.7072], [-0.0018, 0.0481, 2.3896], [-1.7406, -0.6219, 3.0947], [-2.6645, 0.2033, 3.7236], [-3.8892, -0.2928, 4.1380], [-4.2083, -1.6233, 3.9211], [-3.3008, -2.4544, 3.2824], [-2.0861, -1.9499, 2.8587], [1.3779, -1.1380, 3.2179], [2.7229, -0.8972, 2.9657], [3.7023, -1.6686, 3.5628], [3.3476, -2.7070, 4.4088], [2.0104, -2.9597, 4.6609], [1.0337, -2.1787, 4.0693], [0.9595, 5.4621, 4.4322], [0.4748, 3.6306, 6.0129], [0.0996, 1.3440, 5.1771], [0.7156, 2.6982, 1.1830], [1.1012, 4.9893, 2.0102], [-2.4200, 1.2453, 3.8851], [-4.5988, 0.3628, 4.6250], [-5.1667, -2.0111, 4.2371], [-3.5452, -3.4932, 3.1053], [-1.3900, -2.5917, 2.3324], [2.9993, -0.0955, 2.2935], [4.7450, -1.4679, 3.3639], [4.1094, -3.3156, 4.8745], [1.7222, -3.7699, 5.3162], [-0.0083, -2.3758, 4.2778]], "atomic_forces_ev_per_a": [[0.36, -0.65, -1.07], [-0.01, 0.16, -0.12], [-0.15, 0.11, 0.09], [0.11, -0.18, -0.12], [0.11, -0.02, 0.15], [0.02, 0.08, 0.04], [0.14, -0.08, -0.07], [-0.11, -0.08, 0.01], [0.22, 0.37, 0.11], [-0.25, 0.44, 0.28], [-0.78, -0.74, 0.06], [1.19, 0.47, 0.14], [-0.44, -0.91, -0.38], [0.03, 0.02, -0.04], [0.90, 0.66, 0.01], [-0.41, 0.18, 0.01], [0.25, 0.00, -0.02], [-0.11, -0.07, -0.21], [-0.14, 0.22, -0.06], [-0.46, -0.97, 1.61], [-0.18, 0.00, 0.05], [0.07, -0.04, 0.14], [0.00, -0.14, -0.08], [-0.10, 0.03, 0.03], [0.03, 0.17, -0.03], [0.04, 0.08, 0.06], [-0.16, 0.01, 0.07], [-0.02, -0.15, -0.07], [-0.01, 0.10, -0.10], [-0.07, -0.10, 0.00], [-0.05, -0.13, -0.09], [-0.08, 0.10, 0.07], [0.10, -0.03, -0.08], [0.16, -0.04, 0.00], [0.05, 0.06, 0.05], [-0.02, -0.01, 0.08], [0.35, 0.28, 0.37], [0.29, -2.22, -0.05], [-1.55, 2.79, 0.04], [0.01, 0.05, 0.05], [0.00, 0.04, 0.13], [-0.06, -0.31, 0.04], [-0.18, -0.48, -0.68], [0.04, -0.10, -0.27], [0.07, 0.16, 0.05], [0.72, 0.12, 0.81], [0.35, 0.21, -0.86], [0.22, 0.24, -0.03], [-0.13, 0.01, 0.10], [-0.01, -0.02, 0.08], [-0.07, -0.14, 0.07], [0.19, -0.04, -0.09], [-0.50, 0.36, -0.67], [-0.03, 0.13, -0.11], [0.17, -0.02, -0.03], [0.00, -0.05, 0.07], [0.05, -0.15, 0.11], [-0.24, 0.07, -0.01], [0.02, 0.07, 0.03], [0.00, 0.01, 0.05], [-0.03, -0.02, 0.13], [-0.02, 0.12, 0.08], [0.02, 0.05, -0.05], [-0.04, 0.08, 0.03], [-0.02, 0.01, 0.02], [-0.05, -0.02, 0.03], [-0.01, -0.04, -0.02], [-0.01, -0.12, -0.03], [0.10, 0.06, -0.05], [0.09, 0.03, -0.02], [0.07, -0.03, 0.01], [0.01, -0.04, 0.06], [-0.03, -0.06, 0.08]]}

---

Entry 2:
{"formula": "C35H31N2O3PdSb", "method": "ωB97M-V/def2-TZVPD", "s_squared": 2.01, "e_homo_ev": [-7.2, -7.3], "energy_ha": -2055.616011, "largest_force_ev_per_a": 1.48, "multiplicity": 3, "gap_ev": [7.550, 5.561], "e_above_lowest_kcal_mol": 13.4, "elements": ["Pd", "O", "C", "C", "C", "C", "C", "C", "C", "N", "N", "C", "O", "C", "C", "C", "C", "C", "C", "H", "H", "H", "H", "H", "H", "H", "H", "H", "H", "C", "C", "C", "O", "H", "H", "H", "H", "H", "H", "C", "C", "C", "C", "C", "C", "Sb", "C", "C", "C", "C", "C", "C", "C", "C", "C", "C", "C", "C", "H", "H", "H", "H", "H", "H", "H", "H", "H", "H", "H", "H", "H", "H", "H"], "coordinates": [[-0.5886, 1.5508, -0.9747], [-2.6887, 1.8195, -0.5117], [-3.2309, 1.6180, 0.6416], [-4.6458, 1.4673, 0.6918], [-5.3241, 1.2944, 1.8696], [-4.6330, 1.2598, 3.0890], [-3.2680, 1.3757, 3.0793], [-2.5266, 1.5426, 1.8903], [-1.1009, 1.5593, 2.0477], [-0.2060, 1.7949, 1.1505], [1.0946, 1.7296, 1.5113], [1.9579, 1.6789, 0.5194], [1.6801, 1.6258, -0.7257], [3.3952, 1.6577, 0.9198], [4.3670, 1.6769, -0.0770], [5.7117, 1.6325, 0.2558], [6.0947, 1.5650, 1.5868], [5.1285, 1.5535, 2.5846], [3.7838, 1.6018, 2.2566], [-5.1717, 1.5084, -0.2539], [-6.4009, 1.1765, 1.8556], [-5.1719, 1.1478, 4.0204], [-2.7194, 1.3370, 4.0142], [-0.7270, 1.3561, 3.0521], [4.0455, 1.7302, -1.1087], [6.4588, 1.6491, -0.5281], [7.1445, 1.5187, 1.8480], [5.4305, 1.5016, 3.6232], [3.0170, 1.5940, 3.0177], [1.1531, 4.9802, -1.4377], [-0.2033, 4.3366, -1.5010], [-1.2222, 4.8540, -0.5201], [-0.4473, 3.4544, -2.3157], [1.0543, 6.0656, -1.4409], [1.7771, 4.6529, -2.2658], [1.6300, 4.6880, -0.4982], [-1.2243, 5.9440, -0.5105], [-0.9451, 4.5083, 0.4800], [-2.2120, 4.4715, -0.7527], [-3.5951, -3.7751, -3.5245], [-2.2480, -3.8948, -3.8320], [-1.3138, -3.0978, -3.1844], [-1.7267, -2.1894, -2.2168], [-3.0825, -2.0445, -1.9383], [-4.0132, -2.8427, -2.5862], [-0.3199, -0.9742, -1.1468], [-0.6683, -1.8429, 0.7903], [0.3206, -2.5381, 1.4783], [0.0469, -3.1008, 2.7176], [-1.2123, -2.9624, 3.2834], [-2.1935, -2.2436, 2.6163], [-1.9210, -1.6838, 1.3772], [1.5030, -1.9834, -1.6170], [2.6329, -1.2458, -1.9519], [3.8275, -1.8978, -2.2291], [3.8912, -3.2817, -2.1728], [2.7634, -4.0203, -1.8388], [1.5692, -3.3739, -1.5610], [-4.3207, -4.4059, -4.0221], [-1.9224, -4.6072, -4.5796], [-0.2643, -3.1883, -3.4330], [-3.4148, -1.3052, -1.2174], [-5.0672, -2.7334, -2.3643], [1.3134, -2.6367, 1.0607], [0.8211, -3.6424, 3.2466], [-1.4278, -3.4133, 4.2438], [-3.1697, -2.1101, 3.0658], [-2.6954, -1.1157, 0.8745], [2.5813, -0.1632, -1.9689], [4.7107, -1.3264, -2.4844], [4.8237, -3.7893, -2.3849], [2.8152, -5.1007, -1.7890], [0.6896, -3.9481, -1.2941]], "atomic_forces_ev_per_a": [[-0.14, 0.34, 0.98], [0.57, -0.10, -0.46], [0.00, 0.04, 0.34], [0.02, 0.05, -0.07], [0.10, -0.03, -0.01], [-0.12, 0.00, 0.12], [0.08, -0.04, -0.03], [-0.32, -0.09, -0.29], [0.26, 0.22, 0.15], [-0.64, -0.55, -1.22], [0.80, 0.03, 0.55], [-0.50, 0.00, 0.35], [-0.36, 0.17, -0.40], [0.12, -0.05, -0.12], [-0.09, 0.00, 0.05], [0.03, 0.00, -0.05], [0.03, -0.01, -0.01], [0.02, -0.01, 0.04], [-0.02, 0.01, -0.07], [0.03, -0.01, -0.01], [0.00, 0.04, 0.00], [0.03, -0.03, 0.00], [-0.01, -0.02, 0.00], [0.05, 0.13, 0.00], [0.03, 0.00, 0.00], [0.02, 0.00, 0.03], [-0.01, 0.02, 0.00], [-0.02, 0.01, 0.00], [0.01, -0.02, 0.03], [0.05, -0.13, -0.11], [0.11, 0.34, -0.26], [-0.11, -0.25, -0.08], [-0.03, 0.40, 0.26], [0.02, 0.02, 0.04], [-0.04, -0.04, 0.02], [-0.01, 0.02, 0.02], [0.06, -0.01, 0.00], [0.03, 0.04, 0.02], [-0.02, -0.07, -0.02], [0.00, -0.04, -0.03], [-0.01, -0.01, -0.02], [0.00, 0.02, 0.01], [0.19, 0.31, -0.01], [0.03, 0.03, 0.05], [-0.05, 0.01, 0.01], [-0.01, -1.27, 0.45], [0.05, 0.20, -0.20], [0.04, 0.07, -0.01], [-0.02, 0.01, 0.05], [0.02, -0.02, -0.02], [-0.04, -0.01, 0.06], [-0.03, -0.01, -0.10], [-0.23, 0.29, -0.01], [-0.01, 0.11, 0.01], [0.02, -0.06, -0.01], [0.03, 0.00, -0.01], [-0.01, -0.04, 0.01], [-0.04, 0.04, 0.04], [0.00, 0.02, -0.01], [0.00, 0.00, 0.01], [-0.01, -0.04, -0.04], [-0.06, -0.01, -0.05], [0.01, 0.01, 0.02], [0.04, -0.03, -0.04], [0.01, 0.00, -0.02], [0.01, 0.03, 0.01], [-0.01, 0.01, -0.04], [-0.01, -0.01, 0.05], [0.02, -0.02, 0.00], [-0.01, 0.03, 0.01], [-0.01, 0.00, 0.00], [0.00, 0.01, -0.01], [0.03, -0.05, 0.02]]}

---

Entry 3:
{"formula": "C35H31N4O5PdS", "method": "ωB97M-V/def2-TZVPD", "e_homo_ev": [-9.1, -9.1], "energy_ha": -2473.292701, "largest_force_ev_per_a": 3.88, "gap_ev": [2.768, 2.749], "e_above_lowest_kcal_mol": 50.7, "charge": 1, "elements": ["Pd", "C", "O", "C", "C", "C", "C", "C", "C", "N", "N", "C", "O", "C", "C", "C", "C", "C", "C", "C", "O", "H", "H", "H", "H", "H", "H", "H", "H", "H", "H", "H", "H", "S", "C", "N", "C", "C", "C", "C", "H", "H", "H", "H", "H", "C", "C", "C", "C", "C", "C", "N", "C", "C", "C", "C", "C", "C", "C", "O", "O", "C", "C", "H", "H", "H", "H", "H", "H", "H", "H", "H", "H", "H", "H", "H", "H"], "coordinates": [[-1.3510, 1.0491, 0.3567], [-5.1508, -0.2434, -1.3801], [-5.8991, 0.8851, -0.9785], [-5.3589, 2.0541, -0.6285], [-6.2670, 3.0560, -0.3122], [-5.8470, 4.3110, 0.0934], [-4.4987, 4.6079, 0.1902], [-3.5320, 3.6496, -0.1112], [-2.1501, 3.9961, -0.0295], [-1.1764, 3.1693, -0.2486], [0.0773, 3.5619, -0.3979], [0.9745, 2.5973, -0.4931], [0.7065, 1.3809, -0.2477], [2.3412, 2.9296, -0.9249], [3.0729, 1.9102, -1.5346], [4.3515, 2.1493, -1.9956], [4.9139, 3.4063, -1.8369], [4.1886, 4.4220, -1.2320], [2.9022, 4.1938, -0.7798], [-3.9295, 2.3274, -0.5678], [-3.0830, 1.4678, -0.9449], [-5.9005, -1.0075, -1.5891], [-4.4864, -0.5840, -0.5812], [-4.5663, -0.0402, -2.2813], [-7.3158, 2.8206, -0.4048], [-6.5840, 5.0571, 0.3358], [-4.1868, 5.5970, 0.4939], [-1.9179, 5.0393, 0.1823], [2.6018, 0.9460, -1.6511], [4.9053, 1.3626, -2.4857], [5.9123, 3.5986, -2.1991], [4.6311, 5.4001, -1.1216], [2.3366, 4.9833, -0.3111], [-1.2696, 1.9098, 2.7291], [0.4297, 1.9858, 2.6808], [1.1478, 0.8336, 2.5877], [2.4916, 0.8129, 2.5553], [3.2118, 1.9722, 2.6133], [2.5167, 3.1922, 2.7044], [1.1474, 3.1953, 2.7558], [0.6153, -0.0277, 2.4403], [2.9623, -0.1557, 2.4927], [4.2874, 1.9525, 2.5683], [3.0649, 4.1209, 2.7229], [0.5799, 4.1077, 2.8316], [4.5902, -2.8021, -1.8257], [3.3010, -3.5478, -1.6755], [3.0382, -4.6419, -2.4979], [1.8453, -5.3432, -2.4008], [0.8791, -4.9497, -1.5003], [1.1229, -3.8560, -0.6604], [0.1790, -3.3401, 0.1897], [-1.0173, -3.8058, 0.6551], [-1.3011, -5.1634, 0.8480], [-2.5143, -5.5530, 1.3778], [-3.4870, -4.6175, 1.7136], [-3.2225, -3.2722, 1.5360], [-1.9955, -2.8557, 1.0407], [-1.7644, -1.3948, 0.9682], [-2.7334, -0.6125, 0.9217], [-0.5653, -0.9604, 1.0109], [2.3571, -3.1645, -0.7274], [2.6037, -2.0532, 0.2554], [5.1434, -3.1700, -2.6830], [5.2087, -2.9326, -0.9402], [4.4004, -1.7404, -1.9658], [3.7734, -4.9418, -3.2300], [1.6616, -6.1840, -3.0518], [-0.0787, -5.4435, -1.4759], [0.2926, -2.3429, 0.3978], [-0.5401, -5.8996, 0.6407], [-2.6987, -6.6023, 1.5491], [-4.4303, -4.9355, 2.1303], [-3.9404, -2.5073, 1.7950], [2.4392, -2.4200, 1.2696], [1.9337, -1.2083, 0.0799], [3.6218, -1.6889, 0.1877]], "atomic_forces_ev_per_a": [[0.17, 3.87, 0.03], [0.48, -1.04, -0.13], [0.13, 1.45, 0.27], [-1.49, -0.66, 0.12], [0.15, -0.79, -0.34], [0.54, -0.03, -0.03], [0.25, 0.13, 0.04], [0.78, 0.79, 0.21], [-1.09, 0.89, -0.17], [2.05, -2.75, 1.32], [-2.32, 2.23, -0.17], [0.58, -2.73, 0.36], [0.82, 0.71, -0.73], [0.16, 0.08, -0.08], [-0.17, -0.02, 0.10], [0.04, -0.03, 0.01], [-0.02, 0.02, -0.03], [0.12, 0.12, 0.04], [-0.09, -0.06, 0.00], [1.04, -1.39, -0.71], [-1.36, 0.96, 0.53], [0.12, 0.12, -0.01], [-0.07, 0.06, -0.12], [-0.10, 0.04, 0.11], [-0.08, -0.04, 0.03], [-0.09, 0.16, 0.06], [0.06, 0.00, 0.05], [0.16, -0.07, -0.20], [0.04, -0.11, -0.03], [0.04, -0.06, -0.03], [0.09, 0.03, -0.02], [0.03, 0.10, 0.03], [-0.11, 0.12, 0.01], [-0.95, -0.48, -1.01], [1.01, 0.08, 0.08], [0.03, 0.53, 0.15], [-0.03, -0.23, -0.02], [-0.25, 0.65, -0.03], [0.47, -0.60, -0.02], [-0.49, -0.46, -0.04], [-0.01, -0.01, -0.05], [-0.08, -0.11, -0.11], [0.09, -0.08, 0.02], [0.06, 0.10, 0.04], [-0.04, 0.09, -0.01], [-0.01, -0.07, 0.04], [-0.28, -0.29, -0.10], [-0.08, -0.03, -0.01], [0.29, 0.15, -0.04], [-0.04, 0.37, 0.30], [0.70, -0.54, -0.82], [0.10, 1.22, 0.67], [-0.38, -0.10, 0.27], [0.06, 0.11, -0.04], [-0.03, 0.14, -0.01], [-0.15, 0.09, 0.03], [-0.02, -0.36, 0.06], [0.14, -0.03, -0.15], [-0.60, -1.57, 0.71], [-0.12, -0.44, -0.05], [-0.10, 0.81, -0.10], [-0.43, -0.43, 0.06], [0.03, -0.03, -0.21], [0.09, -0.01, -0.09], [0.17, 0.09, 0.07], [0.11, 0.16, -0.01], [0.09, -0.02, -0.05], [-0.02, -0.08, -0.07], [-0.07, -0.07, 0.02], [0.01, -0.66, -0.17], [0.03, -0.04, -0.08], [-0.03, -0.12, 0.00], [-0.07, -0.04, 0.01], [-0.09, -0.07, 0.06], [-0.07, 0.03, 0.14], [-0.04, 0.16, 0.05], [0.14, 0.08, 0.01]]}